A structure of composition H30NO13 at a distorted geometry, computed with the ωB97M-V functional and the def2-TZVPD basis.

CARTESIAN COORDINATES (ANGSTROEM)
N 33.061 19.324 0.265
H 33.174 19.711 -0.696
H 33.796 19.774 0.833
H 33.558 18.567 0.332
H 32.004 19.422 0.497
O 31.212 22.162 -0.032
H 32.116 22.142 0.331
H 30.626 22.871 0.258
O 31.267 21.512 -2.097
H 30.659 20.611 -2.174
H 31.235 21.834 -1.205
O 35.649 16.876 -0.089
H 36.463 16.961 -0.581
H 35.928 16.618 0.712
O 30.569 17.584 0.342
H 30.678 16.859 -0.298
H 30.437 17.228 1.268
O 35.297 20.208 -1.175
H 36.285 20.485 -0.942
H 35.147 21.201 -1.498
O 35.741 20.634 2.793
H 34.900 20.974 2.628
H 35.742 19.855 3.099
O 30.889 19.245 2.792
H 30.546 18.794 3.549
H 30.029 19.805 2.307
O 32.355 17.806 -2.046
H 33.067 18.154 -2.590
H 32.453 16.928 -1.902
O 34.616 18.626 -3.367
H 34.054 19.094 -3.952
H 34.804 19.147 -2.618
O 32.856 21.241 3.148
H 32.142 20.666 3.028
H 32.465 21.910 3.405
O 33.962 22.501 0.444
H 34.262 23.238 0.938
H 34.334 22.547 -0.373
O 33.427 15.480 -0.827
H 34.089 16.067 -0.375
H 33.647 14.456 -0.847
O 33.671 16.795 2.134
H 34.375 16.200 2.100
H 33.937 17.326 2.876

HOMO	-12.724	eV
E_tot	-1050.4482	hartree
charge	+1
ΔE to the lowest compared entry with this formula, charge and spin	211.53	kcal per mole
F_max	12.9	eV Å⁻¹
HOMO-LUMO gap	9.574	eV